17
Properties=species:S:1:pos:R:3:forces:R:3 method="wB97M-V/def2-TZVPD" max_force_ev_per_a=0.35 smiles="CC=C=C(O)CC" mol_weight_g_mol=98.1 homo_lumo_gap_ev=9.410 e_above_lowest_ev=1.5967
C -2.4455 -0.0594 -1.0599 -0.09 -0.11 -0.09
C -1.8557 1.1150 -0.2974 0.15 -0.08 0.08
C -0.7660 0.8338 0.3787 -0.06 -0.21 -0.06
C 0.1549 -0.0667 0.6735 0.01 0.24 -0.26
O 0.1698 -0.7965 1.8281 -0.17 0.08 0.17
C 1.3160 -0.3782 -0.2236 0.01 0.01 -0.03
C 2.6511 0.0034 0.4073 0.11 0.04 0.06
H -2.5203 -0.9147 -0.3845 -0.06 0.02 -0.15
H -1.7406 -0.3339 -1.8517 -0.18 -0.03 -0.01
H -3.4218 0.0947 -1.5177 -0.01 0.24 0.08
H -2.2902 2.1123 -0.3625 0.08 -0.20 -0.01
H -0.6484 -0.6013 2.3067 0.17 -0.06 0.01
H 1.2869 -1.4574 -0.4289 0.01 0.14 0.07
H 1.1681 0.1395 -1.1777 0.02 -0.05 0.19
H 3.4876 -0.2773 -0.2396 -0.09 0.03 0.11
H 2.7671 -0.4978 1.3728 0.06 0.07 -0.14
H 2.6870 1.0845 0.5762 0.05 -0.14 -0.01

***

98
Properties=species:S:1:pos:R:3:forces:R:3 method="wB97M-V/def2-TZVPD" max_force_ev_per_a=1.14 mol_weight_g_mol=789.2 total_charge=+1 homo_lumo_gap_ev=7.311 e_above_lowest_ev=0.7608
Rb -0.4158 -0.3379 -0.2571 -0.79 0.77 0.20
C -2.0596 -3.3844 0.4572 0.03 0.05 0.03
O -1.1785 -2.8798 -0.5336 -0.21 -0.45 -0.07
C -1.7703 -2.7793 -1.8165 0.12 0.10 -0.10
C -0.6594 -2.5276 -2.8217 -0.11 -0.09 0.11
O -0.0005 -1.2799 -2.6309 0.04 -0.31 -0.65
C -0.5065 -0.1891 -3.3822 0.18 0.21 -0.03
C 0.4824 0.9620 -3.2414 -0.07 -0.13 -0.03
O 0.4374 1.6353 -1.9911 0.13 0.09 -0.28
C -0.5837 2.6165 -1.8687 0.01 0.05 0.00
H -2.4997 -4.3341 0.1452 0.00 0.00 -0.05
H -2.8700 -2.6782 0.6730 0.00 0.03 -0.03
H -1.4710 -3.5407 1.3604 0.01 0.03 -0.02
H -2.5229 -1.9722 -1.8369 0.03 -0.08 0.01
H -2.2701 -3.7158 -2.0794 -0.07 -0.05 -0.02
H -1.0529 -2.6110 -3.8385 0.00 0.05 -0.03
H 0.0979 -3.2970 -2.6738 0.05 -0.01 -0.05
H -1.5070 0.1219 -3.0405 0.02 -0.09 -0.04
H -0.5694 -0.4605 -4.4396 -0.08 -0.03 -0.04
H 0.3373 1.6682 -4.0634 -0.03 0.07 0.03
H 1.4845 0.5409 -3.3186 0.04 0.03 -0.06
H -0.8627 3.0256 -2.8434 0.01 -0.03 0.00
H -0.1867 3.4247 -1.2564 -0.01 -0.02 0.06
H -1.4783 2.2114 -1.3837 0.01 -0.04 -0.08
Br -1.8483 -8.1254 -1.3032 0.03 0.05 0.01
C -0.6083 -7.6347 0.0429 -0.04 -0.06 -0.08
C 0.6567 -8.1965 0.0447 0.08 -0.01 0.01
C 1.5441 -7.8534 1.0524 0.18 0.09 0.02
C 1.1936 -6.9173 2.0198 -0.01 0.16 -0.23
C -0.0890 -6.3702 2.0061 0.07 0.01 0.11
C -0.9952 -6.7407 1.0255 0.06 0.04 0.07
N 2.1190 -6.7154 3.0992 -0.36 0.52 0.47
N 2.2914 -5.6148 3.6586 0.47 -0.53 -0.58
C 1.8644 -4.3592 3.1196 -0.42 0.16 -0.01
C 1.2087 -3.5182 3.9882 -0.14 -0.20 -0.04
C 0.7476 -2.2590 3.5916 0.06 -0.08 -0.05
C 1.0234 -1.7483 2.3316 -0.05 0.19 0.30
O 0.6093 -0.5552 1.9706 0.59 -0.17 0.96
C 1.8147 -2.5616 1.4402 -0.03 -0.11 0.03
N 2.1677 -2.0168 0.2368 -0.19 -0.17 -0.02
C 2.8546 -2.7501 -0.6054 -0.02 0.17 0.04
C 3.3060 -4.0485 -0.3141 0.06 -0.05 -0.01
C 3.0032 -4.5911 0.8991 -0.10 0.04 0.00
C 2.2017 -3.8748 1.8220 0.23 -0.08 0.02
H 0.9372 -8.9096 -0.7182 0.00 0.01 0.02
H 2.5317 -8.2997 1.0983 -0.09 -0.04 -0.01
H -0.3877 -5.6820 2.7847 -0.02 0.02 0.00
H -2.0008 -6.3443 1.0270 0.01 -0.03 0.05
H 1.0003 -3.8855 4.9879 0.05 0.07 -0.02
H 0.1773 -1.6409 4.2742 0.03 -0.02 0.01
H 3.0955 -2.2908 -1.5602 0.00 -0.03 0.00
H 3.9070 -4.5888 -1.0337 -0.01 0.03 0.02
H 3.3906 -5.5623 1.1580 0.00 -0.16 0.08
N 2.5607 3.6770 0.3764 0.06 -0.31 0.08
C 3.4780 3.7522 1.5305 -0.07 -0.16 0.15
C 4.3353 2.4798 1.6143 -0.22 -0.09 -0.28
C 3.5376 1.2319 2.0254 0.07 0.32 0.24
N 2.5366 0.8303 0.9844 -0.06 0.49 0.35
C 2.8314 1.4946 3.3596 -0.22 -0.14 -0.14
C 1.9291 2.7326 3.3600 0.20 0.04 -0.14
N 0.7090 2.5033 2.5655 0.18 -0.10 -0.01
C 2.7257 3.9475 2.8556 -0.29 -0.04 -0.24
H 3.0684 3.8373 -0.4866 0.01 0.06 0.02
H 1.8465 4.3890 0.4482 -0.05 0.03 -0.01
H 2.1230 1.7091 0.6303 0.02 -0.02 -0.20
H 4.1489 4.6067 1.4106 0.12 0.02 0.10
H 5.0998 2.6461 2.3761 0.06 -0.08 -0.04
H 4.8545 2.3099 0.6652 0.00 0.01 0.03
H 4.2167 0.3896 2.1495 0.02 -0.05 0.00
H 1.7310 0.2109 1.4205 0.07 0.04 -0.01
H 2.9426 0.2803 0.2347 0.10 0.03 -0.08
H 3.6031 1.6466 4.1169 0.03 -0.06 -0.02
H 2.2570 0.6112 3.6502 0.02 0.02 0.05
H 1.6741 2.9356 4.4036 0.01 0.00 0.11
H 0.0290 3.2227 2.7800 -0.02 0.02 -0.03
H 0.2966 1.6087 2.8219 0.03 0.01 0.00
H 3.4704 4.1894 3.6174 -0.02 0.07 0.01
H 2.0584 4.8130 2.7723 0.06 -0.01 0.04
C -4.6485 -0.0230 -0.6672 -0.04 0.11 0.07
C -6.1003 0.3594 -0.2598 0.09 0.09 0.05
N -6.0921 1.6351 0.4564 0.00 0.00 0.00
C -5.2521 1.5178 1.6494 0.02 0.00 -0.15
C -3.7975 1.1528 1.2359 -0.09 0.02 -0.06
N -3.7063 1.0194 -0.2275 0.11 -0.04 -0.03
C -4.0995 2.2983 -0.8417 -0.09 -0.04 0.07
C -5.5480 2.6741 -0.4179 0.05 -0.12 0.03
H -4.5553 -0.1273 -1.7507 0.01 -0.04 -0.01
H -4.3489 -0.9666 -0.2052 0.01 -0.02 -0.04
H -6.5421 -0.3963 0.3911 0.00 -0.01 -0.01
H -6.7438 0.4618 -1.1348 0.00 -0.01 0.01
H -5.6838 0.7545 2.2980 0.00 0.01 0.01
H -5.2843 2.4685 2.1838 0.00 -0.02 0.02
H -3.4838 0.2080 1.6857 0.03 -0.01 0.02
H -3.0912 1.9257 1.5473 0.03 -0.02 0.02
H -4.0164 2.1915 -1.9256 0.01 0.02 -0.02
H -3.3868 3.0625 -0.5221 0.00 0.00 -0.01
H -6.2021 2.7702 -1.2859 0.01 0.01 0.01
H -5.5700 3.6214 0.1224 0.00 0.01 -0.01

***

68
Properties=species:S:1:pos:R:3:forces:R:3 method="wB97M-V/def2-TZVPD" max_force_ev_per_a=3.93 mol_weight_g_mol=418.8 total_charge=+1 homo_lumo_gap_ev=6.617 e_above_lowest_ev=0.0000
Mg 0.1451 0.1221 0.1494 0.98 0.32 0.90
P -2.0034 1.1548 0.8942 -0.32 0.30 0.43
P 1.7350 -1.3193 -1.1744 0.61 -0.35 -0.04
N -1.3610 -1.6471 -0.5028 0.28 -0.11 0.80
C -3.1152 -0.2888 0.6207 -0.60 0.11 0.13
H -3.8198 -0.3189 1.4632 -0.11 -0.10 -0.39
H -3.6847 -0.0954 -0.3013 0.05 -0.06 0.25
C -2.4310 -1.6533 0.5211 -0.13 -0.06 0.09
H -2.0261 -1.9439 1.5014 0.11 0.06 -0.33
H -3.1794 -2.4081 0.2242 0.12 0.15 0.39
C -0.5574 -2.8912 -0.4845 -0.02 -0.13 -0.01
H -1.2126 -3.7112 -0.8279 0.39 -0.02 0.30
H -0.2160 -3.1243 0.5377 -0.21 0.27 -0.27
C 0.6357 -2.7786 -1.4333 0.25 -0.46 -0.33
H 0.2720 -2.7377 -2.4724 0.12 -0.10 0.24
H 1.2457 -3.6836 -1.3138 -0.25 0.05 -0.30
C 3.1988 -2.0171 -0.2458 -0.44 0.04 0.08
C 4.1546 -0.9112 0.2271 0.16 0.03 0.26
H 4.7324 -1.2836 1.0865 -0.08 0.10 -0.25
H 3.6386 0.0033 0.5503 0.04 -0.21 -0.12
H 4.8745 -0.6421 -0.5582 -0.25 -0.07 0.27
C 2.3222 -0.8461 -2.8596 -0.43 -0.02 -0.02
C 3.3470 0.2924 -2.8051 0.04 0.11 -0.17
H 3.4664 0.7001 -3.8174 0.03 -0.07 0.22
H 4.3321 -0.0576 -2.4730 -0.28 0.05 -0.10
H 3.0316 1.1157 -2.1538 0.05 -0.15 -0.05
C -2.7717 2.5485 -0.0405 0.04 -0.29 -0.25
C -2.0252 3.8664 0.1887 -0.02 0.19 -0.11
H -2.3511 4.5903 -0.5692 0.06 -0.11 0.18
H -0.9384 3.7643 0.0957 -0.14 -0.04 0.05
H -2.2498 4.2992 1.1710 0.00 -0.13 -0.24
C -2.1639 1.5188 2.7144 0.16 -0.28 -0.16
C -1.1279 2.5481 3.1849 0.17 0.09 0.22
H -1.0553 2.5131 4.2810 -0.06 0.04 -0.22
H -1.4228 3.5685 2.9118 0.08 -0.28 0.08
H -0.1211 2.3704 2.7878 -0.24 -0.04 -0.03
C 1.3599 1.9726 0.0996 -2.40 -3.09 -0.39
C 2.7892 -1.9960 -3.7489 0.13 0.05 -0.31
H 3.7581 -2.4007 -3.4364 -0.31 0.13 -0.11
H 2.0621 -2.8144 -3.7935 0.17 0.10 0.00
H 2.9095 -1.6034 -4.7675 0.00 -0.18 0.15
C -4.2794 2.7088 0.1338 -0.19 0.25 -0.13
H -4.6297 3.4297 -0.6166 -0.04 -0.14 0.16
H -4.8219 1.7716 -0.0287 0.04 0.17 0.06
H -4.5448 3.1036 1.1202 0.06 -0.11 -0.32
C -3.5642 1.8880 3.2044 -0.09 -0.01 0.38
H -3.5849 1.7668 4.2976 -0.05 0.08 -0.25
H -3.8196 2.9352 2.9923 0.13 -0.34 0.03
H -4.3462 1.2379 2.7959 0.09 0.19 0.05
C 3.9609 -3.1515 -0.9328 0.29 -0.23 0.20
H 4.6729 -2.7850 -1.6847 -0.27 -0.06 0.24
H 4.5496 -3.6763 -0.1655 -0.08 0.09 -0.24
H 3.3062 -3.8986 -1.3969 0.16 0.17 0.03
H 2.7127 -2.4519 0.6476 0.05 0.20 -0.19
H -1.9031 0.5453 3.1687 0.01 0.20 -0.16
H 1.3964 -0.4404 -3.3064 0.22 -0.04 0.05
H -2.5913 2.2401 -1.0858 -0.03 0.11 0.18
O 2.1739 2.5075 0.8034 1.22 1.62 0.36
H -1.8799 -1.7421 -1.3624 0.10 0.66 -0.58
H 0.9412 2.3604 -0.9016 1.03 1.60 -0.14
N 1.6624 -1.3326 3.9318 0.02 -0.33 0.21
C 1.5515 -0.3742 2.9902 -0.69 0.37 -0.99
N 2.2493 0.7589 3.2128 -0.08 -0.63 0.29
O 0.7873 -0.5754 1.9876 0.80 0.02 1.12
H 2.2495 -1.2386 4.7483 -0.17 -0.01 -0.26
H 1.1412 -2.1843 3.8122 0.04 0.11 0.00
H 2.3170 1.5055 2.5221 -0.12 -0.01 -0.39
H 2.8242 0.7889 4.0515 -0.22 0.22 -0.56